[1]
Entry from the OMol25 dataset: an isolated molecule of C2H4O2S at a distorted geometry (wB97M-V/def2-TZVPD).

Summary:
Energy above the lowest of the compared OMol25 structures with the same formula, charge and spin, kJ/mol: 29.3
E_HOMO, eV: -9.372
SMILES: O=C(O)CS
Spin multiplicity: 1

Atoms and positions in Å:
C: -0.477 -0.449 0.077
C: 0.700 0.489 0.016
H: -1.508 1.460 -0.201
H: -0.394 -1.124 -0.769
H: -0.414 -1.144 0.972
H: 1.708 -1.061 -0.201
O: 1.868 -0.156 0.022
O: 0.602 1.681 0.063
S: -2.086 0.304 0.021



[2]
Entry from the OMol25 dataset: an isolated molecule of C3H9ClOSi at a distorted geometry (wB97M-V/def2-TZVPD).

Summary:
Energy above the lowest of the compared OMol25 structures with the same formula, charge and spin, kJ/mol: 0.0
E_HOMO, eV: -10.462
SMILES: CC[Si@@](C)(O)Cl
Spin multiplicity: 1

Atoms and positions in Å:
C: -0.366 -1.880 -0.217
C: -0.286 1.303 -1.260
C: 0.551 -1.074 0.701
O: -0.701 1.462 1.659
Si: 0.422 0.801 0.430
Cl: 2.208 1.730 0.721
H: -0.278 -2.944 0.001
H: -1.404 -1.589 -0.077
H: -0.106 -1.725 -1.262
H: -0.440 2.378 -1.314
H: 0.372 1.027 -2.079
H: -1.249 0.829 -1.427
H: 1.581 -1.401 0.540
H: 0.310 -1.310 1.736
H: -0.613 2.392 1.847



[3]
Entry from the OMol25 dataset: a 2-piece molecular cluster, C8H8ClN2O2 overall (wB97M-V/def2-TZVPD).

Summary:
Energy above the lowest of the compared OMol25 structures with the same formula, charge and spin, kJ/mol: 11.6
E_HOMO, eV: -3.968
Net charge: -1
Spin multiplicity: 1

Atoms and positions in Å:
C: 1.045 2.456 0.108
C: 1.422 1.471 -0.792
C: -0.271 2.530 0.532
C: 0.487 0.565 -1.258
C: -1.205 1.621 0.065
C: -0.827 0.629 -0.824
C: -1.563 -2.408 -0.176
C: -0.458 -1.834 0.739
N: 1.939 -1.904 0.888
N: 0.766 -2.129 0.400
O: -2.734 -2.250 0.154
O: -1.055 -2.967 -1.170
Cl: -0.757 -1.004 2.218
H: 1.775 3.160 0.481
H: 2.447 1.403 -1.126
H: -0.570 3.297 1.234
H: 0.783 -0.208 -1.951
H: -2.229 1.679 0.404
H: 1.840 -1.369 1.758
H: -1.552 -0.083 -1.184
H: 0.718 -2.654 -0.498



[4]
Entry from the OMol25 dataset: CHBr2P as an isolated structure (wB97M-V/def2-TZVPD).

Summary:
Energy above the lowest of the compared OMol25 structures with the same formula, charge and spin, kJ/mol: 420.2
E_HOMO (spin up / spin down), eV: -8.619 / -8.590
Spin multiplicity: 1

Atoms and positions in Å:
C: 4.208 -0.081 0.421
P: 0.543 0.450 0.653
Br: 4.761 1.600 -0.127
Br: 5.372 -1.430 -0.060
H: -0.537 -0.013 -0.112



[5]
Entry from the OMol25 dataset: C9H20AsCoO5S3 as an isolated structure at a distorted geometry (wB97M-V/def2-TZVPD).

Summary:
E_HOMO (spin up / spin down), eV: -12.188 / -12.698
Net charge: +1
Spin multiplicity: 6

Atoms and positions in Å:
Co: -0.790 -0.371 0.783
O: 0.841 0.174 1.786
S: 2.134 0.905 1.432
C: 2.997 -0.178 0.236
C: 3.934 -1.078 1.032
C: 4.470 -0.214 2.170
C: 3.249 0.435 2.807
H: 3.528 0.472 -0.460
H: 2.207 -0.710 -0.294
H: 4.734 -1.462 0.401
H: 3.379 -1.927 1.434
H: 5.144 0.551 1.781
H: 5.022 -0.803 2.903
H: 3.485 1.317 3.399
H: 2.661 -0.265 3.399
C: -3.401 -3.295 0.295
S: -2.155 -2.272 -0.442
O: -1.849 -2.749 -1.754
O: -2.638 -0.867 -0.380
O: -0.991 -2.310 0.510
H: -4.190 -3.456 -0.434
H: -3.773 -2.785 1.180
H: -2.922 -4.234 0.564
C: -1.100 -0.037 -3.561
As: -1.343 1.154 -2.020
C: -0.291 2.747 -2.566
C: -2.994 2.633 0.552
O: -0.310 0.619 -0.783
H: -1.713 0.331 -4.383
H: -1.394 -1.047 -3.294
H: -0.045 0.002 -3.826
H: -0.791 3.332 -3.335
H: 0.642 2.338 -2.948
H: -0.095 3.364 -1.693
H: -3.751 3.133 -0.037
H: -2.012 3.091 0.597
H: -4.329 1.197 1.327
S: -2.241 0.695 2.337
C: -3.309 1.569 1.286



[6]
Entry from the OMol25 dataset: a 4-piece molecular cluster, C15H36INO17P3 overall at a distorted geometry (wB97M-V/def2-TZVPD).

Summary:
Energy above the lowest of the compared OMol25 structures with the same formula, charge and spin, kJ/mol: 1450.5
E_HOMO, eV: -4.327
Net charge: -1
Spin multiplicity: 1

Atoms and positions in Å:
C: -4.073 0.080 0.726
N: -4.558 1.302 -0.020
C: -3.501 1.927 -0.895
C: -3.862 3.458 -1.419
O: -4.472 3.762 -2.566
I: -3.200 5.112 -0.081
C: -5.883 1.098 -0.707
C: -6.963 2.302 -0.280
O: -6.539 2.817 1.039
O: -6.417 4.104 0.858
C: -5.818 0.835 -2.322
O: -6.581 1.643 -3.111
O: -4.982 -0.208 -2.982
H: -4.615 -0.041 1.777
H: -4.268 -0.857 0.034
H: -2.907 0.151 0.973
H: -2.540 2.067 -0.200
H: -3.116 1.219 -1.777
H: -6.354 0.109 -0.233
H: -6.991 3.185 -1.047
H: -8.015 1.749 -0.169
H: -5.803 4.495 1.573
C: 2.911 -2.867 3.216
O: 2.508 -1.644 2.634
P: 0.980 -1.091 3.229
O: 0.295 -1.626 1.967
O: 1.443 0.473 2.984
C: 2.082 0.837 1.775
O: -0.547 -0.539 3.823
C: -0.489 0.114 5.074
H: 3.866 -3.171 2.779
H: 3.043 -2.732 4.295
H: 2.164 -3.643 3.030
H: 1.752 0.224 0.933
H: 3.163 0.749 1.899
H: 1.846 1.881 1.559
H: -0.017 1.095 4.978
H: 0.064 -0.492 5.794
H: -1.512 0.258 5.442
C: 5.931 3.829 -2.258
O: 6.409 3.670 -0.937
P: 6.282 2.040 -0.373
O: 5.011 2.406 0.400
O: 7.599 2.265 0.594
C: 7.708 3.442 1.373
O: 6.155 0.410 0.192
C: 7.188 -0.446 -0.248
H: 6.015 4.882 -2.542
H: 6.542 3.229 -2.942
H: 4.886 3.517 -2.327
H: 6.732 3.829 1.675
H: 8.249 4.201 0.803
H: 8.285 3.213 2.270
H: 8.131 -0.203 0.247
H: 7.310 -0.369 -1.330
H: 6.921 -1.478 0.007
C: -0.228 -1.933 -1.256
O: -1.194 -2.393 -2.179
P: -1.111 -4.102 -2.438
O: -0.342 -3.868 -3.742
O: -2.730 -4.139 -2.751
C: -3.305 -3.165 -3.601
O: -1.028 -5.810 -2.696
C: -1.662 -6.586 -1.699
H: -0.318 -0.848 -1.159
H: -0.412 -2.391 -0.277
H: 0.779 -2.186 -1.597
H: -2.605 -2.819 -4.365
H: -3.647 -2.320 -2.999
H: -4.173 -3.605 -4.096
H: -2.748 -6.490 -1.766
H: -1.325 -6.279 -0.708
H: -1.398 -7.638 -1.855



[7]
Entry from the OMol25 dataset: an isolated molecule of C4H7NO2 (wB97M-V/def2-TZVPD).

Summary:
Energy above the lowest of the compared OMol25 structures with the same formula, charge and spin, kJ/mol: 335.7
E_HOMO, eV: -9.910
SMILES: N[C@@H]1O[C@@H]1[C@H]1CO1
Spin multiplicity: 1

Atoms and positions in Å:
N: -1.772 1.502 0.697
C: -1.493 0.135 0.404
O: -0.637 -0.619 1.236
C: -0.230 -0.395 -0.117
C: 1.167 0.132 -0.175
C: 2.157 -0.876 -0.571
O: 1.792 0.181 -1.447
H: -2.554 1.543 1.350
H: -2.115 1.920 -0.166
H: -0.367 -1.218 -0.826
H: -2.345 -0.488 0.114
H: 1.444 0.905 0.539
H: 1.788 -1.856 -0.877
H: 3.166 -0.865 -0.160



[8]
Entry from the OMol25 dataset: an isolated molecule of C8H20O3SSi at a distorted geometry (wB97M-V/def2-TZVPD).

Summary:
Energy above the lowest of the compared OMol25 structures with the same formula, charge and spin, kJ/mol: 46.5
E_HOMO, eV: -9.781
SMILES: CC[C@](C)([Si](C)(C)C)S(=O)(=O)OC
Spin multiplicity: 1

Atoms and positions in Å:
C: -0.972 -2.685 0.644
C: -0.455 -0.904 -1.584
C: -4.004 0.848 -1.004
C: 1.802 1.902 -1.599
C: 1.100 1.906 1.619
C: 2.948 -0.035 0.027
C: 0.076 -1.518 0.777
C: -0.041 -0.404 -0.245
O: -1.799 0.497 1.952
O: -1.749 2.089 0.152
O: -3.049 0.082 -0.303
Si: 1.337 0.935 0.008
S: -1.757 0.731 0.512
H: -1.986 -2.416 0.578
H: -0.791 -3.362 -0.192
H: -0.848 -3.302 1.556
H: -1.118 -1.854 -1.501
H: 0.479 -0.906 -2.120
H: -1.110 -0.351 -2.151
H: -3.624 1.836 -1.169
H: -5.066 0.837 -0.549
H: -4.169 0.344 -2.044
H: 2.269 1.299 -2.317
H: 0.972 2.281 -2.134
H: 2.622 2.571 -1.286
H: 0.400 2.738 1.492
H: 0.640 1.009 2.238
H: 2.009 2.309 2.086
H: 3.768 0.643 -0.364
H: 3.381 -0.266 1.053
H: 2.906 -0.984 -0.652
H: 1.059 -2.058 0.776
H: -0.037 -1.049 1.729